{"formula": "C4H8O2", "method": "wB97M-V/def2-TZVPD", "e_lumo_ha": 0.0325, "total_charge": 0, "smiles": "COC=O.C=C", "de_lowest_kj_mol": 227.49, "homo_lumo_gap_ev": 10.61, "e_homo_ev": -9.730, "species": ["C", "O", "C", "O", "H", "H", "H", "H", "C", "C", "H", "H", "H", "H"], "coordinates": [[1.054111, -2.128490, 0.308220], [0.260390, -0.945388, 0.300786], [0.965953, 0.152408, 0.644327], [0.630985, 0.900964, 1.513425], [1.981685, -1.965352, 0.867430], [1.291184, -2.468100, -0.703626], [0.460668, -2.878161, 0.831754], [1.882581, 0.290080, 0.039727], [-1.616566, 1.052524, -1.084454], [-1.262247, 1.982103, -0.206306], [-1.211014, 1.029338, -2.093145], [-2.301450, 0.252383, -0.816348], [-1.626579, 1.968513, 0.817043], [-0.537130, 2.757656, -0.442584]], "forces_ev_per_a": [[0.18, -0.32, -0.01], [-0.09, 0.17, 0.26], [0.07, 0.34, 0.43], [0.22, -0.24, -0.38], [-0.09, -0.14, -0.11], [-0.09, 0.08, 0.07], [0.15, -0.05, -0.12], [-0.05, -0.05, 0.12], [0.00, 0.14, 0.05], [-0.11, -0.06, -0.15], [-0.08, 0.05, 0.12], [0.07, 0.14, -0.04], [-0.02, 0.03, -0.20], [-0.17, -0.08, -0.05]]}

=====

{"formula": "C4H8O2", "method": "wB97M-V/def2-TZVPD", "e_lumo_ha": 0.0316, "total_charge": 0, "smiles": "O=CCCCO", "de_lowest_kj_mol": 111.85, "homo_lumo_gap_ev": 10.78, "e_homo_ev": -9.923, "species": ["O", "C", "C", "C", "C", "O", "H", "H", "H", "H", "H", "H", "H", "H"], "coordinates": [[-1.159286, 1.304342, -1.542848], [0.035866, 1.119444, -1.551395], [0.839202, 0.683022, -0.353056], [-0.014316, 0.395027, 0.877160], [-0.716439, -0.954543, 0.796988], [0.259805, -1.983470, 0.693175], [0.617177, 1.279731, -2.485560], [1.577108, 1.474034, -0.156032], [1.430233, -0.201062, -0.630599], [0.618230, 0.401860, 1.771317], [-0.770076, 1.179687, 0.991547], [-1.312277, -1.113774, 1.706550], [-1.407420, -0.965641, -0.056303], [0.040354, -2.548158, -0.051885]], "forces_ev_per_a": [[0.48, -0.09, -0.04], [-0.28, 0.04, 0.00], [-0.05, 0.01, 0.05], [0.01, 0.03, 0.08], [-0.25, 0.30, 0.04], [0.04, -0.20, -0.15], [-0.06, -0.01, 0.10], [-0.10, -0.08, -0.07], [-0.08, 0.14, 0.00], [-0.06, 0.00, -0.11], [0.10, -0.10, 0.03], [0.10, 0.02, -0.15], [0.16, -0.03, 0.11], [0.01, -0.03, 0.10]]}

=====

{"formula": "C4H8O2", "method": "wB97M-V/def2-TZVPD", "e_lumo_ha": 0.0286, "total_charge": 0, "de_lowest_kj_mol": 539.21, "homo_lumo_gap_ev": 9.06, "e_homo_ev": -8.283, "species": ["C", "C", "C", "O", "C", "O", "H", "H", "H", "H", "H", "H", "H", "H"], "coordinates": [[0.086880, 1.627595, 0.861391], [0.886502, -0.356838, -0.226358], [0.152622, -0.665578, -1.470432], [-1.045532, -1.423245, -1.429550], [0.232784, -0.882086, 0.977952], [-0.566727, 0.329412, 0.786254], [-0.686651, 2.269114, 1.275656], [0.394941, 2.016023, -0.119067], [0.975429, 1.596101, 1.496303], [0.896283, -1.240709, -2.036181], [0.005133, 0.271708, -2.036295], [-1.668771, -0.910887, -0.895041], [0.772265, -0.883235, 1.932783], [-0.435157, -1.747375, 0.882586]], "forces_ev_per_a": [[-0.17, 0.25, 0.31], [0.15, -0.58, -0.33], [0.36, 0.01, -0.07], [-0.22, 0.08, 0.12], [0.14, 0.02, -0.05], [0.12, 0.33, -0.11], [0.06, 0.18, 0.19], [-0.24, -0.30, 0.27], [-0.21, -0.06, 0.02], [-0.07, -0.06, -0.14], [0.07, -0.21, 0.10], [0.05, -0.13, -0.16], [-0.04, 0.13, -0.29], [0.00, 0.33, 0.13]]}

=====

{"formula": "C4H8O2", "method": "wB97M-V/def2-TZVPD", "e_lumo_ha": 0.0270, "total_charge": 0, "de_lowest_kj_mol": 310.72, "homo_lumo_gap_ev": 9.12, "e_homo_ev": -8.389, "species": ["O", "C", "C", "C", "C", "O", "H", "H", "H", "H", "H", "H", "H", "H"], "coordinates": [[0.720377, -1.520157, -0.969602], [1.125844, 0.075725, -0.715336], [0.360746, 0.755556, 0.355257], [-1.082446, 1.102960, 0.077635], [-0.940635, -0.069817, 0.953722], [-1.114467, -1.342340, 0.552773], [1.226776, -2.151278, -0.427108], [0.876480, 0.368615, -1.734561], [2.204139, 0.048707, -0.546795], [0.918966, 1.240823, 1.155619], [-1.388275, 0.876283, -0.941440], [-1.486888, 2.022997, 0.482776], [-1.047099, 0.115905, 2.030235], [-0.373524, -1.523983, -0.273171]], "forces_ev_per_a": [[1.22, 1.28, -0.01], [-0.19, -1.80, -0.34], [-0.60, -1.20, 0.69], [-0.32, 0.28, -0.20], [1.36, 0.67, 0.11], [0.39, -0.45, -1.06], [0.11, 0.65, -0.12], [0.16, 0.22, 0.20], [-0.24, 0.02, -0.09], [-0.10, 0.03, -0.47], [-0.06, 0.11, 0.07], [0.02, 0.01, -0.05], [-0.07, -0.16, -0.37], [-1.68, 0.36, 1.64]]}

=====

| no. | molecular weight (g/mol) |
| --- | --- |
| 1 | 88.11 |
| 2 | 88.11 |
| 3 | 88.11 |
| 4 | 88.11 |